Record 1
{
  "formula": "C5H8NO3S2",
  "method": "ωB97M-V with the def2-TZVPD basis set",
  "species": ["C", "C", "C", "C", "C", "N", "O", "O", "O", "S", "S", "H", "H", "H", "H", "H", "H", "H", "H"],
  "xyz": [[0.513, 0.007, 0.144], [-2.570, 2.130, -0.193], [2.912, 0.739, -0.199], [1.995, -0.298, 0.432], [-1.676, -1.021, -0.040], [-0.262, -1.079, 0.209], [-2.693, 2.126, 0.945], [0.123, 1.141, -0.088], [-2.523, 2.207, -1.334], [-2.535, -1.838, 1.346], [-2.018, -1.968, -1.578], [2.612, 1.734, 0.121], [3.950, 0.565, 0.079], [2.831, 0.698, -1.284], [2.242, -1.295, 0.062], [2.117, -0.296, 1.519], [0.192, -1.963, 0.429], [-3.129, -0.719, 1.771], [-2.083, -0.870, -2.342]],
  "nbo_charge": [0.678, 1.069, -0.600, -0.490, -0.510, -0.645, -0.539, -0.674, -0.537, -0.163, -0.176, 0.223, 0.186, 0.203, 0.196, 0.208, 0.345, 0.113, 0.112],
  "total_charge": -1,
  "e_tot_ha": -1272.2280,
  "gap_ha": 0.23017,
  "relative_energy_kcal_mol": 14.8,
  "largest_force_ha_per_bohr": 0.0349
}

---

Record 2
{
  "formula": "C17H18N2O6S",
  "method": "ωB97M-V with the def2-TZVPD basis set",
  "species": ["C", "O", "C", "C", "C", "C", "C", "C", "N", "C", "S", "O", "O", "C", "C", "C", "C", "C", "O", "O", "C", "C", "N", "O", "C", "C", "H", "H", "H", "H", "H", "H", "H", "H", "H", "H", "H", "H", "H", "H", "H", "H", "H", "H"],
  "xyz": [[-5.964, -0.141, 0.825], [-4.837, -0.074, -0.019], [-4.012, -1.147, -0.081], [-4.320, -2.428, 0.360], [-3.399, -3.453, 0.216], [-2.164, -3.219, -0.358], [-1.839, -1.941, -0.785], [-2.752, -0.912, -0.656], [-2.385, 0.409, -1.015], [-3.012, 0.995, -2.179], [-2.114, 1.389, 0.320], [-2.549, 0.750, 1.526], [-2.533, 2.730, 0.038], [-0.319, 1.329, 0.293], [0.322, 0.294, 0.948], [1.700, 0.190, 0.876], [2.425, 1.126, 0.140], [3.905, 1.065, 0.029], [4.574, 1.868, -0.569], [4.415, -0.003, 0.670], [5.825, -0.179, 0.637], [6.249, -1.476, -0.057], [5.235, -2.193, -0.578], [7.408, -1.804, -0.120], [1.765, 2.167, -0.513], [0.388, 2.266, -0.438], [-5.677, -0.426, 1.840], [-6.713, -0.840, 0.438], [-6.380, 0.865, 0.836], [-5.273, -2.634, 0.822], [-3.655, -4.442, 0.564], [-1.451, -4.023, -0.464], [-0.873, -1.725, -1.216], [-2.543, 0.595, -3.080], [-2.854, 2.069, -2.122], [-4.086, 0.798, -2.206], [-0.272, -0.405, 1.515], [2.217, -0.604, 1.392], [6.193, -0.201, 1.667], [6.291, 0.664, 0.113], [5.439, -3.061, -1.042], [4.280, -1.898, -0.468], [2.351, 2.883, -1.069], [-0.151, 3.065, -0.922]],
  "nbo_charge": [-0.250, -0.502, 0.300, -0.288, -0.180, -0.245, -0.210, 0.142, -0.711, -0.408, 2.324, -0.926, -0.931, -0.282, -0.228, -0.113, -0.181, 0.783, -0.576, -0.524, -0.188, 0.649, -0.819, -0.604, -0.145, -0.206, 0.188, 0.174, 0.207, 0.222, 0.216, 0.216, 0.223, 0.199, 0.235, 0.204, 0.246, 0.224, 0.219, 0.247, 0.407, 0.404, 0.243, 0.242],
  "e_tot_ha": -1617.7566,
  "gap_ha": 0.32110,
  "relative_energy_kcal_mol": 55.6,
  "largest_force_ha_per_bohr": 0.0194,
  "smiles": "COc1ccccc1N(C)S(=O)(=O)c1ccc(C(=O)OCC(N)=O)cc1"
}

---

Record 3
{
  "formula": "C6H36NO12",
  "method": "ωB97M-V with the def2-TZVPD basis set",
  "species": ["C", "O", "C", "C", "C", "C", "C", "N", "H", "H", "H", "H", "H", "H", "H", "H", "H", "H", "H", "H", "H", "H", "H", "H", "O", "H", "H", "O", "H", "H", "O", "H", "H", "O", "H", "H", "O", "H", "H", "O", "H", "H", "O", "H", "H", "O", "H", "H", "O", "H", "H", "O", "H", "H", "O"],
  "xyz": [[-1.754, -0.542, -2.691], [-0.834, -0.422, -3.786], [-1.195, -1.370, -1.483], [-1.638, -0.750, -0.037], [-2.997, -1.208, 0.491], [-3.343, -0.833, 1.910], [-4.202, -0.846, -0.551], [0.278, -1.458, -1.581], [-2.714, -1.038, -3.109], [-2.199, 0.420, -2.394], [-1.551, -2.408, -1.433], [-1.716, 0.344, -0.233], [-0.762, -1.157, 0.595], [-2.964, -2.362, 0.540], [-2.541, -0.106, 2.370], [-3.173, -1.668, 2.598], [-4.343, -0.335, 1.974], [-4.755, -1.650, -0.918], [-4.986, -0.038, -0.159], [-3.767, -0.363, -1.439], [0.413, -1.808, -2.506], [0.925, -0.715, -1.338], [-0.192, 0.282, -3.495], [1.916, 2.066, -1.499], [1.849, 1.326, -2.215], [3.205, 1.717, 0.125], [4.330, 1.268, -0.869], [3.616, 0.921, -0.298], [0.264, 3.589, -0.482], [2.499, 1.698, -2.864], [-0.057, 4.169, -1.296], [0.324, 3.893, -2.110], [-1.668, 4.242, 1.559], [-2.429, 3.817, 1.346], [-0.783, 2.302, 1.289], [0.730, 2.294, 0.644], [-0.102, 1.751, 0.966], [0.023, -1.419, 3.336], [0.491, -2.738, 2.902], [0.013, -2.402, 3.673], [2.200, 3.684, 0.255], [-2.409, 3.266, 0.535], [1.972, 2.938, -0.151], [1.086, -2.312, 0.269], [1.503, -1.500, 1.524], [1.292, -2.459, 1.197], [1.944, -3.780, -0.282], [1.898, -3.456, -1.649], [2.003, -4.185, -1.106], [0.598, 0.526, 2.035], [2.062, 0.166, 2.709], [1.048, -0.042, 2.721], [4.096, -0.947, 1.784], [3.630, 0.191, 1.043], [3.530, -0.243, 1.941]],
  "nbo_charge": [-0.093, -0.741, -0.070, -0.404, -0.230, -0.624, -0.611, -0.907, 0.167, 0.166, 0.187, 0.213, 0.241, 0.191, 0.214, 0.230, 0.205, 0.202, 0.191, 0.200, 0.372, 0.409, 0.492, 0.520, -1.017, 0.522, 0.476, -0.975, 0.506, 0.447, -1.011, 0.471, 0.471, -0.957, 0.467, 0.507, -1.030, 0.495, 0.482, -1.005, 0.446, 0.494, -1.225, 0.484, 0.518, -1.031, 0.474, 0.459, -0.939, 0.513, 0.520, -1.049, 0.468, 0.496, -0.998],
  "total_charge": -1,
  "e_tot_ha": -1207.8198,
  "gap_ha": 0.34060,
  "relative_energy_kcal_mol": 106.4,
  "largest_force_ha_per_bohr": 0.1086
}